No. 1
The following is a quantum chemistry calculation of C27H30N4OTa as an isolated structure at a distorted geometry, from the Open Molecules 2025 dataset.

XYZ file:
```
63
Properties=species:S:1:pos:R:3:nbo_charge:R:1
Ta 0.622 0.072 -0.404 2.337
O -0.482 -0.846 -1.515 -0.781
C -1.048 -1.890 -2.095 0.378
C -2.043 -1.724 -3.063 -0.249
C -2.644 -2.816 -3.653 -0.165
C -2.294 -4.097 -3.251 -0.208
C -1.304 -4.279 -2.308 -0.152
C -0.634 -3.194 -1.731 -0.175
C 0.489 -3.415 -0.841 0.377
N 1.191 -2.511 -0.153 -0.548
C 2.193 -3.184 0.484 -0.076
C 2.101 -4.511 0.192 -0.054
N 1.029 -4.641 -0.637 -0.483
H -2.320 -0.717 -3.337 0.234
H -3.382 -2.666 -4.425 0.236
H -2.788 -4.954 -3.680 0.234
H -1.048 -5.285 -2.008 0.204
H 2.914 -2.677 1.096 0.233
H 2.690 -5.352 0.495 0.243
H 0.721 -5.507 -1.052 0.438
C -4.465 -0.103 0.275 -0.633
C -3.517 0.538 1.244 0.041
C -3.978 1.077 2.440 -0.239
C -3.100 1.752 3.270 0.025
C -3.575 2.417 4.527 -0.632
C -1.750 1.817 2.950 -0.235
C -1.214 1.206 1.803 0.165
C -2.173 0.636 0.936 -0.293
N 0.128 1.083 1.450 -0.743
C 1.286 1.542 2.263 0.122
C 1.941 2.766 1.604 -0.628
C 2.265 0.343 2.269 -0.632
C 1.068 1.917 3.742 -0.618
H -5.467 -0.142 0.689 0.227
H -4.156 -1.119 0.034 0.217
H -4.502 0.461 -0.656 0.221
H -5.026 1.008 2.690 0.214
H -4.660 2.465 4.557 0.223
H -3.177 3.427 4.602 0.224
H -3.231 1.868 5.403 0.226
H -1.141 2.370 3.632 0.211
H -1.895 0.293 -0.058 0.164
H 2.303 2.520 0.607 0.228
H 2.780 3.111 2.205 0.217
H 1.219 3.576 1.524 0.220
H 2.752 0.211 1.295 0.208
H 1.723 -0.564 2.552 0.219
H 3.054 0.506 3.000 0.241
H 0.616 2.899 3.841 0.217
H 2.046 1.981 4.217 0.224
H 0.483 1.171 4.274 0.222
N 1.995 1.077 -1.127 -0.845
C 2.645 1.432 -2.257 0.153
C 2.181 0.952 -3.500 -0.239
C 2.804 1.307 -4.676 -0.190
C 3.932 2.117 -4.646 -0.196
C 4.427 2.567 -3.432 -0.197
C 3.787 2.254 -2.249 -0.217
H 1.306 0.305 -3.495 0.196
H 2.425 0.952 -5.623 0.222
H 4.418 2.392 -5.568 0.225
H 5.323 3.170 -3.407 0.225
H 4.157 2.637 -1.312 0.221
```

The calculation puts the HOMO energy at -10.29 eV. For the maximum force, the calculation gives 5.3 eV Å⁻¹. For the HOMO-LUMO gap, the calculation gives 6.365 eV. The lowest unoccupied orbital energy is -3.93 eV. The net charge is +1.



No. 2
The following is a quantum chemistry calculation of a 6-piece molecular cluster, C27H30N6 overall at a distorted geometry, from the Open Molecules 2025 dataset.

XYZ file:
```
63
Properties=species:S:1:pos:R:3:nbo_charge:R:1
N 2.551 -0.357 1.244 -0.518
C 3.440 -1.245 1.876 -0.105
C 4.518 -0.519 2.315 -0.293
C 4.289 0.821 2.020 -0.329
C 2.984 0.896 1.521 -0.062
H 1.678 -0.634 0.819 0.441
H 3.293 -2.314 1.929 0.214
H 5.333 -0.935 2.889 0.219
H 4.873 1.627 2.438 0.220
H 2.407 1.744 1.182 0.209
N -0.495 -0.416 0.075 -0.538
C -0.625 -0.849 1.389 -0.094
C -0.351 -2.205 1.341 -0.310
C 0.104 -2.550 0.081 -0.323
C -0.114 -1.482 -0.695 -0.080
H -0.612 0.511 -0.310 0.437
H -0.925 -0.173 2.176 0.238
H -0.317 -2.869 2.192 0.220
H 0.519 -3.476 -0.288 0.224
H 0.108 -1.420 -1.750 0.217
N -3.134 1.802 0.454 -0.501
C -2.615 1.873 1.735 -0.084
C -1.493 2.684 1.599 -0.318
C -1.307 2.987 0.268 -0.315
C -2.276 2.357 -0.464 -0.102
H -3.940 1.213 0.305 0.416
H -3.046 1.296 2.540 0.224
H -0.843 2.871 2.441 0.224
H -0.454 3.487 -0.165 0.221
H -2.414 2.292 -1.533 0.245
N -3.475 0.745 -3.318 -0.441
C -4.225 1.028 -4.390 0.028
C -4.028 0.424 -5.626 -0.251
C -3.053 -0.600 -5.684 -0.171
C -2.462 -1.038 -4.521 -0.242
C -2.566 -0.254 -3.384 0.031
H -5.011 1.759 -4.278 0.194
H -4.552 0.708 -6.527 0.223
H -2.837 -1.149 -6.589 0.214
H -1.832 -1.913 -4.475 0.216
H -2.192 -0.539 -2.412 0.202
N 0.910 -0.223 -4.234 -0.421
C 0.713 -1.511 -4.672 0.021
C 1.322 -2.604 -4.122 -0.266
C 2.263 -2.424 -3.151 -0.177
C 2.565 -1.108 -2.730 -0.251
C 1.812 -0.026 -3.264 0.028
H 0.050 -1.680 -5.507 0.192
H 1.059 -3.540 -4.592 0.219
H 2.717 -3.321 -2.756 0.222
H 3.193 -1.009 -1.856 0.233
H 1.960 0.969 -2.872 0.202
N -0.826 0.322 5.929 -0.426
C -0.491 1.487 6.419 0.044
C 0.743 2.089 6.183 -0.273
C 1.601 1.402 5.335 -0.155
C 1.242 0.216 4.688 -0.265
C 0.071 -0.314 5.081 0.017
H -1.231 2.008 7.008 0.187
H 1.069 2.954 6.741 0.221
H 2.623 1.726 5.210 0.215
H 1.892 -0.282 3.983 0.240
H -0.159 -1.319 4.761 0.192
```

The calculation puts the HOMO energy at -8.12 eV. For the maximum force, the calculation gives 3.0 eV Å⁻¹. For the HOMO-LUMO gap, the calculation gives 8.739 eV. The lowest unoccupied orbital energy is 0.62 eV. The value obtained for the energy above the lowest of the compared OMol25 structures with the same formula, charge and spin is 5.8 kcal/mol.



No. 3
The following is a quantum chemistry calculation of C27H30NOTl as an isolated structure at a distorted geometry, from the Open Molecules 2025 dataset.

XYZ file:
```
60
Properties=species:S:1:pos:R:3:nbo_charge:R:1
Tl 0.039 -0.305 0.563 0.718
C 3.038 0.572 1.398 -0.367
C 3.402 -0.307 0.337 -0.370
C 3.074 0.331 -0.898 -0.376
H 3.873 -1.284 0.451 0.190
C 2.492 1.600 -0.599 -0.368
C 2.486 1.759 0.827 -0.378
H 2.141 2.632 1.377 0.198
H 3.169 0.380 2.469 0.205
H 3.251 -0.070 -1.892 0.176
H 2.140 2.330 -1.325 0.191
C -3.125 0.642 0.917 -0.365
C -2.321 1.743 1.357 -0.374
C -1.802 2.409 0.193 -0.365
H -2.145 2.027 2.393 0.203
C -2.284 1.700 -0.971 -0.379
C -3.095 0.611 -0.513 -0.368
H -3.615 -0.099 -1.153 0.186
H -3.679 -0.033 1.571 0.199
H -1.184 3.296 0.183 0.194
H -2.092 1.973 -1.998 0.175
O 0.325 -3.070 -0.622 -0.500
C -0.337 -0.360 -4.743 0.054
C 0.243 -1.611 -4.297 -0.450
C 0.518 0.801 -4.233 -0.654
C -1.849 -0.420 -4.502 -0.656
C 0.568 -2.915 -1.888 0.263
H 1.375 -1.727 -4.290 0.189
H -0.349 -2.573 -4.456 0.180
H 0.016 -3.457 -2.770 0.108
H 1.532 -2.493 -2.420 0.141
H 0.837 1.633 -4.930 0.203
H 1.424 0.301 -3.802 0.230
H -0.122 1.189 -3.424 0.246
H -2.574 -0.286 -5.357 0.201
H -2.033 0.337 -3.734 0.241
H -1.952 -1.447 -4.062 0.220
C -0.106 0.118 6.670 -0.340
C 0.140 0.856 5.501 -0.196
C 0.195 0.210 4.262 -0.267
C -0.128 -1.178 4.163 0.185
C -0.426 -1.883 5.360 -0.282
C -0.346 -1.254 6.591 -0.224
N -0.095 -1.794 2.943 -0.702
C -0.536 -3.084 2.717 0.194
C 0.209 -3.929 1.837 -0.248
C -0.342 -5.115 1.383 -0.198
C -1.672 -5.447 1.686 -0.312
C -2.346 -4.726 2.686 -0.220
C -1.751 -3.603 3.254 -0.293
H -0.109 0.617 7.640 0.180
H 0.298 1.929 5.551 0.191
H 0.468 0.743 3.350 0.220
H -0.721 -2.931 5.283 0.199
H -0.486 -1.851 7.494 0.181
H 1.195 -3.573 1.515 0.229
H 0.260 -5.779 0.756 0.185
H -2.185 -6.259 1.161 0.183
H -3.332 -5.033 3.023 0.187
H -2.230 -3.079 4.084 0.210
```

The calculation puts the HOMO energy at -0.84 eV. For the maximum force, the calculation gives 7.6 eV Å⁻¹. For the HOMO-LUMO gap, the calculation gives 4.935 eV. The lowest unoccupied orbital energy is 4.09 eV. The net charge is -2.



No. 4
The following is a quantum chemistry calculation of C27H30OP2Se2SiTc as an isolated structure at a distorted geometry, from the Open Molecules 2025 dataset.

XYZ file:
```
64
Properties=species:S:1:pos:R:3:mulliken_spin:R:1
Tc -0.785 0.744 -0.011 1.122
Se -2.109 -0.630 -1.704 -0.035
P -0.820 -2.309 -1.121 -0.012
Se 0.430 -1.211 0.396 0.093
C -1.742 -3.616 -0.313 -0.007
C -2.839 -4.151 -0.987 -0.001
C -3.546 -5.193 -0.413 0.000
C -3.163 -5.693 0.826 0.000
C -2.074 -5.154 1.496 0.003
C -1.357 -4.111 0.929 0.015
C 0.154 -2.959 -2.478 -0.003
C -0.498 -3.314 -3.658 0.002
C 0.233 -3.863 -4.698 -0.002
C 1.603 -4.049 -4.562 0.001
C 2.250 -3.688 -3.389 0.002
C 1.528 -3.139 -2.340 0.005
H -3.154 -3.752 -1.944 0.001
H -4.399 -5.612 -0.929 0.000
H -3.720 -6.506 1.272 0.000
H -1.780 -5.545 2.460 0.000
H -0.504 -3.703 1.456 -0.002
H -1.564 -3.159 -3.772 0.000
H -0.267 -4.144 -5.615 0.000
H 2.169 -4.480 -5.377 0.000
H 3.316 -3.837 -3.286 0.000
H 2.036 -2.868 -1.422 0.000
C 4.068 3.964 1.402 0.001
C 2.815 4.539 1.234 0.001
C 1.674 3.766 1.388 -0.005
C 1.775 2.413 1.734 -0.014
C 3.042 1.847 1.901 -0.014
C 4.181 2.620 1.732 -0.004
Si 0.182 1.497 1.979 -0.043
C -0.292 1.207 3.711 -0.032
C -1.653 1.251 4.054 -0.003
C -2.046 1.088 5.370 0.000
C -1.091 0.832 6.347 0.000
C 0.258 0.763 6.018 -0.002
C 0.661 0.971 4.712 -0.001
H 4.959 4.567 1.284 0.000
H 2.729 5.591 0.994 0.000
H 0.699 4.230 1.266 -0.004
H 3.150 0.801 2.167 -0.001
H 5.158 2.176 1.866 0.000
H -1.763 0.662 1.268 -0.058
H -2.406 1.418 3.291 0.002
H -3.093 1.147 5.635 0.000
H -1.400 0.689 7.374 0.000
H 0.993 0.566 6.786 0.000
H 1.718 0.964 4.470 0.000
C -1.841 3.332 -3.382 0.003
P -0.394 3.102 -2.364 0.002
C 0.349 4.684 -2.008 0.000
C 0.790 2.072 -3.223 0.000
O -0.813 2.428 -1.036 -0.009
H -1.566 3.821 -4.317 0.000
H -2.562 3.955 -2.851 0.000
H -2.290 2.364 -3.603 0.000
H 0.620 5.177 -2.943 0.000
H 1.245 4.540 -1.404 0.000
H -0.362 5.309 -1.468 0.000
H 1.180 2.600 -4.094 0.000
H 0.307 1.149 -3.547 -0.001
H 1.619 1.838 -2.553 -0.001
```

As for the multiplicity: 2. The calculation puts the HOMO energy (spin up / spin down) at -13.70 / -14.15 eV. For the maximum force, the calculation gives 1.5 eV Å⁻¹. For the HOMO-LUMO gap (spin up / spin down), the calculation gives 5.649 / 6.774 eV. The lowest unoccupied orbital energy (spin up / spin down) is -8.05 / -7.37 eV. The net charge is +2. The value obtained for the energy above the lowest of the compared OMol25 structures with the same formula, charge and spin is 25.2 kcal/mol.